A single C6H10 molecule at a distorted geometry. Source: the OMol25 dataset; level of theory: ωB97M-V/def2-TZVPD.

Positions of all 16 atoms, in Å:
C -1.59 0.53 -2.16
C -0.61 -0.17 -1.58
C -0.92 -1.07 -0.45
C -0.12 -0.68 0.82
C 0.77 0.32 0.82
C 1.87 0.67 1.89
H -2.58 0.48 -1.70
H -1.35 1.34 -2.82
H 0.36 -0.40 -2.04
H -0.64 -2.14 -0.54
H -1.98 -0.91 -0.30
H -0.39 -1.21 1.74
H 1.12 0.80 -0.11
H 1.39 0.40 2.84
H 1.77 1.75 1.78
H 2.88 0.30 1.79

energy relative to the best compared isomer or geometry (same formula, charge and spin): 45.1 kcal per mole
LUMO energy: 1.211 eV
max |F|: 3.551 eV/A
Kohn-Sham gap: 10.525 eV
SMILES: C=CC/C=C/C
energy: -6381.90467 eV